No. 1
{
  "formula": "C4H3BrN2",
  "method": "ωB97M-V with the def2-TZVPD basis set",
  "smiles": "Brc1ncccn1",
  "elements": ["Br", "N", "N", "C", "C", "C", "C", "H", "H", "H"],
  "coordinates": [[1.420, 2.154, -2.068], [1.216, 0.847, 0.239], [-0.388, 0.087, -1.472], [-0.539, -0.700, 0.785], [0.504, 0.114, 1.167], [-0.905, -0.695, -0.500], [0.670, 0.843, -1.019], [-0.939, -1.360, 1.534], [-1.789, -1.196, -0.896], [0.749, -0.094, 2.229]],
  "lowdin_charge": [0.78, 0.03, 0.06, -0.10, -0.10, -0.16, -0.85, 0.10, 0.12, 0.12]
}

***

No. 2
{
  "formula": "C4H3BrNO2",
  "method": "ωB97M-V with the def2-TZVPD basis set",
  "charge": -1,
  "smiles": "O=C/N=C([O-])\\C=C\\Br",
  "elements": ["Br", "O", "O", "N", "C", "C", "C", "C", "H", "H", "H"],
  "coordinates": [[0.460, -2.543, 2.428], [-0.118, 3.259, -0.278], [-0.135, -0.885, -2.298], [-0.216, 1.246, -1.293], [-0.110, -0.102, -1.407], [0.084, -1.006, -0.039], [-0.483, -1.123, 1.146], [0.215, 2.077, -0.355], [0.915, 1.715, 0.438], [0.495, -1.932, -0.248], [-1.109, -0.706, 1.906]],
  "lowdin_charge": [0.32, -0.08, 0.03, 0.08, -0.53, -0.13, -0.37, -0.49, 0.11, 0.04, 0.01]
}

***

No. 3
{
  "formula": "C4H3CaLiO2",
  "method": "ωB97M-V with the def2-TZVPD basis set",
  "elements": ["Ca", "O", "O", "C", "C", "C", "C", "Li", "H", "H", "H"],
  "coordinates": [[-3.294, -1.603, -2.071], [0.123, 0.030, 0.285], [0.569, -0.033, 2.579], [0.651, 0.550, 1.534], [0.741, 1.123, -0.471], [1.307, 1.671, 0.839], [1.691, 2.805, 1.453], [-0.650, -1.564, -0.299], [1.785, 3.620, 0.706], [1.483, 0.779, -1.204], [-0.052, 1.698, -0.968]],
  "lowdin_charge": [0.64, -0.25, 0.10, -0.46, -0.15, -0.36, 0.01, 0.29, -0.04, 0.11, 0.11]
}

***

No. 4
{
  "formula": "C4H3Cl2N4O",
  "method": "ωB97M-V with the def2-TZVPD basis set",
  "charge": -1,
  "elements": ["Cl", "Cl", "O", "N", "N", "N", "N", "C", "C", "C", "C", "H", "H", "H"],
  "coordinates": [[-3.289, 0.385, -1.531], [-3.179, 1.167, 1.158], [-1.086, 0.904, -0.402], [0.636, -1.502, 1.234], [-0.522, -1.868, 1.451], [0.535, -0.392, 0.521], [-1.455, -1.073, 0.919], [-0.786, -0.124, 0.304], [-2.402, 1.444, -0.436], [1.397, 0.256, -0.425], [2.707, 0.012, -0.510], [3.288, -0.651, 0.110], [3.267, 0.407, -1.439], [0.889, 1.034, -0.955]],
  "lowdin_charge": [0.40, 0.41, -0.22, 0.00, -0.07, -0.05, 0.05, -0.52, -1.11, -0.11, 0.00, 0.04, 0.07, 0.11]
}

***

No. 5
{
  "formula": "C4H3Cl2O3",
  "method": "ωB97M-V with the def2-TZVPD basis set",
  "charge": -1,
  "elements": ["Cl", "Cl", "O", "O", "O", "C", "C", "C", "C", "H", "H", "H"],
  "coordinates": [[1.462, 1.673, -0.520], [-1.222, 1.637, 1.569], [3.048, -0.131, 0.577], [-1.128, -0.671, 0.548], [2.037, -1.773, -0.860], [-0.822, -0.125, 1.580], [2.135, -0.785, -0.127], [-1.727, -0.134, -0.645], [1.562, 0.298, 0.535], [-1.801, -1.044, -1.281], [-1.064, 0.593, -1.128], [-2.480, 0.462, -0.248]],
  "lowdin_charge": [0.53, 0.44, -0.03, -0.24, 0.01, -0.53, -0.67, -0.07, -0.63, 0.12, 0.06, 0.03]
}

***

No. 6
{
  "formula": "C4H3Cl5O",
  "method": "ωB97M-V with the def2-TZVPD basis set",
  "smiles": "O=CC(Cl)(Cl)C(Cl)(Cl)CCl",
  "elements": ["Cl", "Cl", "Cl", "Cl", "Cl", "O", "C", "C", "C", "C", "H", "H", "H"],
  "coordinates": [[0.454, 2.426, -0.704], [-2.345, -0.763, -0.559], [-2.356, 2.007, 0.328], [-1.901, 0.080, 2.644], [-1.252, 1.256, -2.701], [0.808, -1.129, -0.924], [0.803, -0.037, -1.404], [-0.661, 0.075, 1.325], [-1.331, 0.575, 0.094], [-0.356, 0.956, -1.297], [-0.299, -0.955, 1.402], [1.595, 0.528, -1.919], [0.181, 0.695, 1.546]],
  "lowdin_charge": [0.66, 0.62, 0.60, 0.55, 0.72, 0.09, -0.35, -0.64, -1.24, -1.25, 0.07, 0.11, 0.07]
}

***

What did we get for orbital gap? Answer: 10.052, 8.095, 4.543, 6.570, 6.800, 10.598 eV, in the order shown.
What did we get for HOMO energy? Answer: -0.3626, -0.1852, -0.2235, -0.1161, -0.1258, -0.3898 Eh, in the order shown.